No. 1
{
  "formula": "C5H14NOS",
  "method": "ωB97M-V with the def2-TZVPD basis set",
  "symbols": ["C", "N", "C", "C", "S", "C", "C", "H", "H", "H", "H", "H", "H", "H", "H", "H", "H", "H", "H", "H", "H", "O"],
  "coordinates": [[-0.555480, -0.538088, -0.819812], [0.661383, -0.463779, -0.010720], [1.131114, 0.938967, 0.158368], [2.441948, 0.959195, 0.915415], [2.295367, 0.161909, 2.566959], [-1.911851, -0.106887, -0.266720], [-2.209113, 1.377829, 0.055385], [-0.589354, -1.504698, -1.333527], [-0.376108, 0.161587, -1.642733], [0.474804, -0.793110, 0.939856], [0.442403, 1.423976, 0.843888], [1.225153, 1.326477, -0.864485], [3.244486, 0.510444, 0.325738], [2.698082, 1.992247, 1.140379], [-2.131056, -0.617598, 0.678856], [-2.651802, -0.476585, -0.981238], [-2.603537, 1.423923, 1.076045], [-1.317089, 2.007440, 0.015136], [-2.972464, 1.860958, -0.555993], [0.280153, -3.573420, -0.297169], [1.415461, -2.605287, -1.037772], [1.007500, -3.465501, -0.905854]],
  "atomic_forces_ev_per_a": [[0.7, 1.1, -0.7], [-0.5, 0.2, -0.1], [0.3, -1.5, 0.5], [0.1, -0.1, 0.6], [-0.1, -0.1, -0.1], [-0.7, -0.4, 0.6], [0.3, 0.2, 0.3], [-0.4, -0.1, 0.5], [0.1, 0.0, -0.3], [0.4, -0.1, -0.1], [-0.3, 0.8, -0.4], [-0.2, 0.5, 0.3], [0.0, -0.1, -0.1], [0.1, 0.2, -0.4], [0.2, -0.4, -0.2], [-0.1, 0.0, 0.0], [0.2, 0.2, -0.1], [-0.2, -0.1, 0.0], [0.0, -0.3, -0.4], [0.2, 1.1, 0.3], [-0.8, 0.5, 1.1], [0.6, -1.7, -1.2]],
  "e_lumo_ha": 0.1296,
  "e_above_lowest_ev": 1.114,
  "charge": -1,
  "max_force_ev_per_a": 2.15,
  "energy_ha": -727.0905,
  "homo_ha": -0.0899
}


No. 2
{
  "formula": "C5H14NOS",
  "method": "ωB97M-V with the def2-TZVPD basis set",
  "symbols": ["C", "C", "C", "C", "C", "N", "O", "S", "H", "H", "H", "H", "H", "H", "H", "H", "H", "H", "H", "H", "H", "H"],
  "coordinates": [[2.285296, 0.605130, -0.262675], [1.362112, -1.864256, 0.047769], [-3.293936, 0.035864, -0.295204], [1.293004, -0.482120, -0.621957], [-0.487897, 0.329591, -0.051111], [-0.138987, 0.737088, 1.367490], [-0.827150, 1.570186, -0.575652], [-1.817191, -1.005960, -0.115176], [2.037482, 1.460520, -0.840293], [2.532200, 1.011640, 0.744242], [3.148812, 0.128342, -0.715039], [1.499040, -1.918411, 1.056639], [2.019770, -2.444971, -0.545117], [0.419672, -2.396063, -0.216654], [-3.748650, -0.173939, -1.324643], [-2.949636, 1.049757, -0.193104], [-4.130150, -0.069073, 0.370395], [1.244338, -0.537662, -1.706252], [-0.660648, 1.494622, 1.671557], [0.827939, 0.987439, 1.483873], [-0.287403, -0.043710, 2.108266], [-0.328024, 1.525977, -1.387362]],
  "atomic_forces_ev_per_a": [[0.2, -0.8, -0.3], [-2.4, 0.8, -3.8], [-0.7, -0.3, -2.0], [-3.2, 1.3, 2.6], [1.5, -2.0, -0.1], [0.3, -4.2, 2.0], [0.7, -1.2, -0.2], [0.7, 1.1, 0.4], [0.0, 0.9, -0.7], [-0.3, -1.1, -0.3], [0.9, 0.6, 0.3], [0.7, 0.1, 2.6], [1.4, -0.6, -0.1], [0.3, 0.4, 0.4], [0.9, 0.6, 1.3], [-0.1, 0.5, -0.4], [0.1, -0.7, 0.9], [-0.4, -0.1, 0.0], [-1.7, 2.1, 0.6], [0.8, 0.3, -0.4], [0.0, 1.3, -1.7], [-0.1, 0.9, -1.0]],
  "e_lumo_ha": -0.1179,
  "e_above_lowest_ev": 2.377,
  "charge": 1,
  "max_force_ev_per_a": 4.67,
  "energy_ha": -726.7519,
  "homo_ha": -0.4734
}


No. 3
{
  "formula": "C5H14NOS",
  "method": "ωB97M-V with the def2-TZVPD basis set",
  "symbols": ["C", "C", "C", "C", "C", "N", "O", "S", "H", "H", "H", "H", "H", "H", "H", "H", "H", "H", "H", "H", "H", "H"],
  "coordinates": [[-1.602001, 0.096406, -1.802550], [-1.999262, 0.064688, 0.490755], [2.601318, 0.490590, 1.931313], [-1.106709, 0.685683, -0.512405], [0.638554, -0.033164, -0.018142], [0.510167, -1.446334, -0.372613], [1.604970, 0.638334, -0.773929], [0.810692, 0.258176, 1.725420], [-0.939872, 0.370213, -2.609910], [-1.803162, -0.918168, -1.998179], [-2.471357, 0.732850, -1.926456], [-2.227603, -0.997372, 0.380591], [-3.011129, 0.457290, 0.411094], [-1.731783, 0.279535, 1.617207], [2.734800, 1.489978, 2.426784], [3.079905, 0.575369, 0.899553], [3.009493, -0.407010, 2.331857], [-1.029253, 1.737706, -0.660946], [1.351663, -1.847447, -0.675304], [-0.232605, -1.589863, -1.193816], [0.165420, -2.025181, 0.459571], [1.647753, 1.387724, -0.129897]],
  "atomic_forces_ev_per_a": [[1.5, 2.6, -1.3], [-1.1, 1.2, 4.0], [0.3, 1.3, -2.1], [2.6, -4.6, 0.8], [-3.4, 3.0, -1.3], [-3.5, -1.5, -0.6], [-0.7, -0.4, 1.2], [-0.1, 0.0, 0.6], [0.3, 0.4, -0.5], [-0.7, -1.5, 0.7], [-0.7, -0.5, -0.6], [0.7, -0.2, -0.2], [-0.2, 0.4, -0.1], [-0.4, -0.5, -2.2], [0.2, -1.5, 0.0], [-0.6, 0.0, 1.3], [0.5, -0.1, 1.0], [0.4, 0.8, 0.7], [1.9, -0.8, -0.6], [1.8, 0.5, 1.9], [0.5, 1.1, -1.3], [0.8, 0.1, -1.5]],
  "e_lumo_ha": -0.1262,
  "e_above_lowest_ev": 2.531,
  "charge": 1,
  "max_force_ev_per_a": 5.29,
  "energy_ha": -726.7462,
  "homo_ha": -0.4828
}


No. 4
{
  "formula": "C5H14NS2",
  "method": "ωB97M-V with the def2-TZVPD basis set",
  "symbols": ["C", "C", "C", "N", "H", "H", "H", "H", "H", "H", "H", "H", "C", "S", "S", "C", "H", "H", "H", "H", "H", "H"],
  "coordinates": [[3.033317, 0.491687, 0.388718], [2.437355, -0.796008, 0.953039], [0.629040, -0.390153, 2.510198], [1.024156, -0.592781, 1.326698], [2.487264, 0.888603, -0.463659], [3.130026, 1.241359, 1.171459], [4.036700, 0.244455, 0.038910], [2.437804, -1.606937, 0.226651], [2.990354, -1.118627, 1.830971], [-0.437294, -0.293951, 2.678939], [1.339880, -0.264255, 3.314830], [0.333270, -0.699843, 0.557401], [-3.008367, -1.315612, -0.585033], [-1.803717, -0.003851, -0.109924], [-0.860487, 0.506805, -1.840427], [-1.915371, 1.897822, -2.413426], [-3.702746, -0.921132, -1.319044], [-2.433021, -2.126387, -1.019587], [-3.510327, -1.630389, 0.324197], [-1.767355, 2.666066, -1.663502], [-1.486106, 2.197843, -3.366922], [-2.954370, 1.625295, -2.540477]],
  "atomic_forces_ev_per_a": [[0.4, -0.4, 0.0], [0.0, 0.4, -0.3], [-0.6, 0.3, -0.3], [0.6, -0.7, -0.1], [-0.2, 0.0, 0.1], [-0.1, 0.1, 0.0], [0.0, 0.1, 0.0], [0.1, 0.0, 0.0], [-0.1, 0.0, 0.1], [0.0, 0.0, 0.1], [0.1, -0.2, 0.0], [-0.2, 0.3, 0.5], [0.8, 0.4, -0.2], [-0.4, -0.3, 0.2], [-0.5, 0.0, -0.3], [0.9, -0.2, 0.3], [-0.1, 0.0, 0.1], [-0.2, -0.2, 0.0], [-0.1, 0.0, 0.0], [-0.3, 0.3, -0.2], [0.0, 0.1, 0.0], [-0.1, -0.2, 0.1]],
  "e_lumo_ha": -0.1635,
  "e_above_lowest_ev": 0.907,
  "charge": 1,
  "max_force_ev_per_a": 0.95,
  "energy_ha": -1049.7784,
  "homo_ha": -0.4566
}


No. 5
{
  "formula": "C5H14NS2",
  "method": "ωB97M-V with the def2-TZVPD basis set",
  "symbols": ["N", "C", "C", "C", "S", "S", "C", "C", "H", "H", "H", "H", "H", "H", "H", "H", "H", "H", "H", "H", "H", "H"],
  "coordinates": [[-0.296593, 1.046753, -1.777951], [-0.553951, -0.364227, -2.058068], [-0.258051, -0.653644, -3.540636], [0.349357, -1.212415, -1.145782], [-0.272311, -1.494284, 0.546716], [0.100037, 1.594455, 1.376165], [0.898629, 0.992837, 2.912132], [-0.087938, 0.240678, 3.818080], [-1.040446, 1.674148, -2.277263], [-0.168387, 0.225043, 0.978220], [-0.240617, 1.306685, -0.790612], [-1.598855, -0.634176, -1.750711], [-1.138187, -1.119654, -4.075457], [-0.074664, 0.292107, -4.087993], [0.608211, -1.303343, -3.644851], [0.456110, -2.253062, -1.508531], [1.393430, -0.765946, -1.094350], [1.730102, 0.342923, 2.637537], [1.299071, 1.898834, 3.392252], [0.360663, 0.032112, 4.773578], [-1.045893, 0.837221, 3.963353], [-0.419716, -0.683046, 3.354172]],
  "atomic_forces_ev_per_a": [[-1.5, 1.2, -1.0], [-1.0, 0.0, 0.6], [-1.2, 0.1, -0.8], [0.9, 0.9, 0.8], [0.6, 1.4, -1.1], [0.5, -1.1, 0.9], [-0.5, -0.1, 0.2], [-1.3, 1.4, -0.5], [2.0, -1.5, 1.3], [-0.3, -0.5, -0.2], [-0.3, -0.2, -0.9], [0.6, 0.0, -0.6], [1.0, 0.2, 0.8], [0.1, -0.5, 0.5], [0.0, 0.0, -0.2], [-0.1, 0.0, 0.1], [-1.0, -0.7, 0.0], [0.1, 0.3, -0.1], [-0.1, -0.2, -0.1], [0.1, -0.1, 0.4], [1.3, -0.6, 0.0], [0.2, -0.3, -0.1]],
  "e_lumo_ha": -0.3252,
  "e_above_lowest_ev": 5.304,
  "charge": 1,
  "max_force_ev_per_a": 2.80,
  "energy_ha": -1049.6168,
  "homo_ha": -0.4879
}


- What is the formula in the fifth record?
  C5H14NS2


- Which formula does entry 2 have?
  C5H14NOS


- Number 5 is which compound?
  C5H14NS2


Please write out number 4 again, unchanged.
{
  "formula": "C5H14NS2",
  "method": "ωB97M-V with the def2-TZVPD basis set",
  "symbols": ["C", "C", "C", "N", "H", "H", "H", "H", "H", "H", "H", "H", "C", "S", "S", "C", "H", "H", "H", "H", "H", "H"],
  "coordinates": [[3.033317, 0.491687, 0.388718], [2.437355, -0.796008, 0.953039], [0.629040, -0.390153, 2.510198], [1.024156, -0.592781, 1.326698], [2.487264, 0.888603, -0.463659], [3.130026, 1.241359, 1.171459], [4.036700, 0.244455, 0.038910], [2.437804, -1.606937, 0.226651], [2.990354, -1.118627, 1.830971], [-0.437294, -0.293951, 2.678939], [1.339880, -0.264255, 3.314830], [0.333270, -0.699843, 0.557401], [-3.008367, -1.315612, -0.585033], [-1.803717, -0.003851, -0.109924], [-0.860487, 0.506805, -1.840427], [-1.915371, 1.897822, -2.413426], [-3.702746, -0.921132, -1.319044], [-2.433021, -2.126387, -1.019587], [-3.510327, -1.630389, 0.324197], [-1.767355, 2.666066, -1.663502], [-1.486106, 2.197843, -3.366922], [-2.954370, 1.625295, -2.540477]],
  "atomic_forces_ev_per_a": [[0.4, -0.4, 0.0], [0.0, 0.4, -0.3], [-0.6, 0.3, -0.3], [0.6, -0.7, -0.1], [-0.2, 0.0, 0.1], [-0.1, 0.1, 0.0], [0.0, 0.1, 0.0], [0.1, 0.0, 0.0], [-0.1, 0.0, 0.1], [0.0, 0.0, 0.1], [0.1, -0.2, 0.0], [-0.2, 0.3, 0.5], [0.8, 0.4, -0.2], [-0.4, -0.3, 0.2], [-0.5, 0.0, -0.3], [0.9, -0.2, 0.3], [-0.1, 0.0, 0.1], [-0.2, -0.2, 0.0], [-0.1, 0.0, 0.0], [-0.3, 0.3, -0.2], [0.0, 0.1, 0.0], [-0.1, -0.2, 0.1]],
  "e_lumo_ha": -0.1635,
  "e_above_lowest_ev": 0.907,
  "charge": 1,
  "max_force_ev_per_a": 0.95,
  "energy_ha": -1049.7784,
  "homo_ha": -0.4566
}